Record 1
77
Properties=species:S:1:pos:R:3 method="wB97M-V/def2-TZVPD" total_energy_ha=-5952.7234 de_lowest_kcal_mol=8.4 multiplicity=5 lumo_energy_ev="4.2 / 4.2" total_charge=-2
Cr -0.0404 0.4152 0.0002
S 6.2089 3.9680 0.7703
C 4.7961 3.1555 0.4107
S 3.2743 3.9213 0.2135
C 2.3087 2.5040 -0.1230
C 2.9772 1.3293 -0.1125
S 2.2435 -0.2154 -0.4228
S 4.6869 1.4526 0.2334
S 0.6051 2.6622 -0.4348
O -6.1931 -1.4887 -1.0570
S -5.3867 -1.2661 0.1338
O -5.4332 -2.3494 1.0917
N -3.8734 -0.8517 -0.2733
C -3.6136 0.4836 -0.0608
S -2.2263 1.2798 -0.7073
C -4.6613 1.1462 0.6296
C -4.7560 2.4767 1.0887
C -5.8821 2.8683 1.7752
C -6.9490 1.9814 2.0259
C -6.8811 0.6744 1.5611
C -5.7518 0.2820 0.8726
H -3.9348 3.1591 0.9084
H -5.9492 3.8875 2.1398
H -7.8168 2.3201 2.5780
H -7.6884 -0.0277 1.7340
C -0.0857 -2.4578 3.7735
C 0.7688 -1.2095 4.0372
C 1.1456 -1.1831 5.5218
C 2.0386 -1.4022 3.1934
P -0.1847 0.2949 3.3647
N -0.1375 0.3273 1.8414
C -1.9789 0.1399 3.9663
C -2.1993 -0.2663 5.4269
C -2.6977 -0.8657 3.0497
C -2.6683 1.4914 3.7241
C 0.5736 1.8757 4.1179
C 2.0958 1.8166 3.9219
C 0.1043 3.0781 3.2822
C 0.2763 2.1577 5.5940
H 0.5385 -3.3428 3.9358
H -0.4457 -2.4807 2.7434
H -0.9399 -2.5323 4.4446
H 1.5964 -2.1478 5.7830
H 0.2860 -1.0347 6.1752
H 1.8827 -0.4130 5.7463
H 2.4436 -2.3991 3.4016
H 2.8192 -0.6809 3.4154
H 1.8136 -1.3342 2.1294
H -1.8584 -1.2818 5.6288
H -3.2757 -0.2417 5.6302
H -1.7147 0.4048 6.1361
H -2.5343 -1.9005 3.3437
H -2.3827 -0.7527 2.0123
H -3.7750 -0.6872 3.0961
H -2.3736 2.2460 4.4522
H -3.7506 1.3538 3.8092
H -2.4605 1.8603 2.7184
H 2.3469 1.5606 2.8903
H 2.5806 1.1094 4.5922
H 2.5130 2.8062 4.1343
H 0.1562 2.8585 2.2174
H 0.7686 3.9243 3.4905
H -0.9088 3.3904 3.5211
H 0.5699 1.3430 6.2550
H -0.7786 2.3708 5.7628
H 0.8390 3.0484 5.8970
S -0.4354 -2.0754 -0.2428
C -1.1171 -2.2757 -1.8031
N -2.4241 -1.9588 -1.9581
C -3.0442 -2.0875 -3.1225
C -2.3722 -2.5846 -4.2149
C -1.0408 -2.9294 -3.9920
N -0.4194 -2.7951 -2.8353
H -3.0659 -1.4508 -1.0611
H -4.0855 -1.7813 -3.1249
H -2.8427 -2.6997 -5.1795
H -0.4448 -3.3415 -4.8028



Record 2
72
Properties=species:S:1:pos:R:3 method="wB97M-V/def2-TZVPD" total_energy_ha=-6071.4833 multiplicity=2 lumo_energy_ev="4.8 / 4.8" total_charge=-2
Li -0.7246 -0.3968 -0.7518
C -1.5581 -3.3624 0.3969
C -1.6854 -2.2302 1.3723
C -2.5290 -2.3379 2.4667
C -2.5912 -1.2585 3.3489
C -1.7581 -0.1931 3.1578
C -0.8454 -0.1774 2.0626
N -0.9138 -1.1781 1.1538
N 0.0876 0.7408 1.8733
Si 0.6343 1.9115 2.9583
C -0.5985 3.2940 3.5262
C 1.2927 1.1978 4.6326
C 2.0567 2.8995 2.1561
H -0.9890 -4.1675 0.8652
H -1.0223 -3.0199 -0.4858
H -2.5349 -3.7400 0.1036
H -3.1354 -3.2219 2.6069
H -3.2910 -1.2677 4.1809
H -1.7730 0.6581 3.8167
H -1.4075 2.9046 4.1385
H -1.0508 3.7431 2.6469
H -0.1092 4.0841 4.0928
H 0.4702 0.8516 5.2538
H 1.8723 1.9103 5.2160
H 1.9262 0.3370 4.4425
H 1.6767 3.7574 1.6076
H 2.6204 2.2887 1.4623
H 2.7517 3.2757 2.9028
C 4.1210 -3.2127 -3.1144
Ge 2.5186 -2.0600 -2.5335
C 1.0233 -3.3273 -3.0113
C 2.4486 -0.7927 -4.0973
Ge 1.9546 -0.9722 -0.2368
C 2.1124 -2.6716 0.9979
C 2.4082 -3.9113 0.4514
C 2.3672 -5.0672 1.2093
C 2.0232 -5.0006 2.5498
C 1.6892 -3.7734 3.1036
C 1.7212 -2.6278 2.3287
C 3.7945 -0.3048 0.2441
C 4.7355 0.0461 -0.7140
C 5.9584 0.5948 -0.3717
C 6.2798 0.7834 0.9631
C 5.3552 0.4451 1.9385
C 4.1277 -0.0753 1.5721
H 4.0254 -3.4557 -4.1701
H 4.1674 -4.1446 -2.5573
H 5.0622 -2.6891 -2.9704
H 1.0735 -3.6336 -4.0542
H 0.0634 -2.8390 -2.8459
H 1.0520 -4.2283 -2.4013
H 2.5279 -1.3281 -5.0416
H 3.2514 -0.0614 -4.0545
H 1.5056 -0.2563 -4.0871
H 2.6933 -3.9658 -0.5907
H 2.6030 -6.0238 0.7553
H 2.0099 -5.8996 3.1577
H 1.3931 -3.7185 4.1465
H 1.4334 -1.6769 2.7556
H 4.4955 -0.1210 -1.7562
H 6.6704 0.8716 -1.1454
H 7.2472 1.1908 1.2397
H 5.5940 0.5940 2.9860
H 3.3945 -0.3063 2.3293
F 0.3124 0.8802 -1.8572
C 1.4174 1.1948 -1.0537
F 2.2325 1.9532 -1.8588
H 1.0346 1.8434 -0.2645
F -3.5300 0.5954 -1.5359
C -2.5866 -0.4067 -1.7959
F -3.3731 -1.5592 -1.6374
F -2.5062 -0.3385 -3.1886



Record 3
78
Properties=species:S:1:pos:R:3 method="wB97M-V/def2-TZVPD" total_energy_ha=-2999.4020 lumo_energy_ev=-1.7
C 5.0136 1.6249 2.8503
C 3.5979 1.7037 2.1617
P 3.0818 0.1455 1.2605
C 4.5324 -0.9003 0.7138
C 4.1733 -2.0746 -0.2728
C 1.8100 0.4412 -0.0766
C 2.1090 1.0311 -1.2559
C 3.4919 1.5263 -1.7528
F 3.2146 2.5535 -2.6534
F 4.2959 2.0884 -0.8099
C 4.2539 0.4292 -2.6442
F 5.4554 0.0804 -2.1433
F 3.4523 -0.6433 -2.8950
F 4.5082 0.9587 -3.8806
C 0.9276 1.2059 -2.2726
O 1.0264 1.0442 -3.4533
C -0.4357 1.5640 -1.6053
C -1.3291 2.4777 -2.2346
C -2.5746 2.8160 -1.5583
C -3.4890 3.8171 -2.3142
F -3.0602 4.0673 -3.5846
F -3.6269 5.0158 -1.6988
F -4.7181 3.1991 -2.4608
C -2.8914 2.2318 -0.2767
P -4.5053 2.7828 0.5364
N -4.2630 3.1509 2.0653
C -1.9912 1.2723 0.3867
C -2.3302 0.6738 1.7678
C -3.6937 -0.1359 1.8267
C -3.3111 -1.6635 1.8661
O -2.8634 -1.9776 0.5140
C -2.8882 -3.3773 0.4051
C -1.5712 -4.1296 0.7081
O -3.9224 -3.9005 0.1228
C -0.7664 0.9584 -0.3049
C 0.3164 -0.0075 0.2700
O 0.0403 -1.0067 0.8870
H 5.7900 2.0817 2.1994
H 4.9377 2.1868 3.8167
H 5.2262 0.5584 3.1111
H 3.4698 2.5901 1.4850
H 2.8494 1.8649 2.9829
H 5.3429 -0.2181 0.3557
H 4.9398 -1.3795 1.6428
H 3.2006 -1.9676 -0.7989
H 4.9984 -2.1741 -1.0257
H 4.2073 -3.0309 0.3110
H -1.0786 2.9219 -3.2148
H -5.4283 1.7247 0.3142
H -5.0103 3.9514 -0.1117
H -4.8462 2.4961 2.6023
H -2.4467 1.5415 2.4728
H -1.5198 0.0423 2.1925
H -4.1977 0.1301 2.7862
H -4.3673 0.1109 0.9782
H -4.2107 -2.2474 2.1739
H -2.4362 -1.8484 2.5455
H -1.7446 -5.2227 0.6062
H -1.2424 -3.8802 1.7466
H -0.7642 -3.8615 -0.0217
C 0.5445 -2.3932 5.1727
C -0.0061 -1.0784 4.6560
O -1.3555 -0.9022 5.0847
H -0.0601 -3.2284 4.8132
H 1.5764 -2.5393 4.8475
H 0.5133 -2.4228 6.2653
H 0.0077 -1.0630 3.5651
H 0.5878 -0.2340 5.0209
H -1.3592 -0.9087 6.0486
C -0.7346 -0.6719 -6.6158
C -1.2550 -1.4889 -5.4487
O -0.2308 -2.3441 -4.9508
H -0.3858 -1.3269 -7.4167
H -1.5129 -0.0155 -7.0111
H 0.1181 -0.0605 -6.3086
H -2.0916 -2.1136 -5.7631
H -1.5964 -0.8380 -4.6367
H 0.5016 -1.7842 -4.6666